1.
{
  "formula": "C31H68N8O14S",
  "method": "ωB97M-V/def2-TZVPD",
  "elements": ["O", "C", "O", "C", "C", "C", "C", "C", "C", "O", "S", "O", "O", "O", "H", "H", "H", "H", "H", "H", "H", "H", "H", "H", "H", "H", "C", "O", "N", "C", "C", "H", "H", "H", "H", "H", "H", "H", "C", "O", "N", "C", "C", "H", "H", "H", "H", "H", "H", "H", "C", "O", "N", "C", "C", "H", "H", "H", "H", "H", "H", "H", "C", "O", "N", "C", "C", "H", "H", "H", "H", "H", "H", "H", "C", "O", "N", "C", "C", "H", "H", "H", "H", "H", "H", "H", "C", "O", "N", "C", "C", "H", "H", "H", "H", "H", "H", "H", "C", "O", "N", "C", "C", "H", "H", "H", "H", "H", "H", "H", "C", "O", "N", "C", "C", "H", "H", "H", "H", "H", "H", "H"],
  "xyz": [[-0.873446, 3.039711, 0.412377], [-1.591252, 2.499232, -0.380498], [-1.258162, 1.381596, -1.044931], [-1.325747, 0.228261, -0.151436], [-0.767815, -1.010368, -0.842139], [0.120734, -1.771555, 0.152556], [0.281271, -3.279455, -0.116573], [-0.648698, -4.081142, 0.758780], [-0.537973, -5.597356, 0.778880], [-1.533620, -5.942633, 1.836391], [-1.844371, -4.675108, 2.713990], [-3.084200, -4.078887, 2.324406], [-1.679054, -4.909415, 4.111353], [-0.609615, -3.816863, 2.182717], [-2.597811, 2.893894, -0.575571], [-2.356391, 0.086288, 0.169551], [-0.726775, 0.457586, 0.734715], [-1.598093, -1.636971, -1.166893], [-0.186066, -0.670672, -1.700590], [-0.328600, -1.638539, 1.139042], [1.103901, -1.298968, 0.211015], [1.327870, -3.552190, 0.051388], [0.037008, -3.524329, -1.152470], [-1.656369, -3.854561, 0.382279], [-0.820842, -6.131372, -0.119753], [0.435415, -5.838555, 1.191760], [3.164095, -6.370842, 1.047765], [2.205535, -6.669063, 0.351440], [4.293411, -7.087656, 1.128879], [5.402049, -6.686211, 1.973152], [4.399791, -8.305586, 0.340574], [3.175525, -5.466855, 1.680162], [6.298992, -6.525021, 1.372929], [5.611781, -7.455735, 2.717977], [5.155221, -5.759934, 2.487413], [4.294437, -8.080284, -0.720508], [3.611128, -9.005608, 0.615981], [5.369453, -8.762233, 0.520126], [-4.445316, -2.305749, 0.243228], [-3.427844, -1.657316, 0.441576], [-5.515505, -1.819636, -0.400054], [-6.708191, -2.610829, -0.622740], [-5.468798, -0.443795, -0.875135], [-4.561532, -3.341004, 0.593920], [-6.908520, -2.707393, -1.691459], [-7.570569, -2.142388, -0.145282], [-6.571844, -3.604295, -0.200591], [-4.646568, -0.314067, -1.580491], [-5.312469, 0.236593, -0.035931], [-6.407892, -0.203821, -1.366891], [-0.045767, 5.791578, -4.753595], [-0.280209, 4.721665, -5.287265], [-0.115063, 6.027459, -3.434784], [0.188346, 7.330231, -2.869334], [-0.501194, 4.935423, -2.556402], [0.263181, 6.679966, -5.333753], [1.020302, 7.243663, -2.166076], [-0.679952, 7.724676, -2.340054], [0.453677, 8.028251, -3.652864], [0.201633, 4.106451, -2.649436], [-1.494674, 4.572797, -2.827142], [-0.509482, 5.287439, -1.528251], [-4.334396, -0.238436, 3.022728], [-4.904252, 0.665886, 2.436344], [-3.321344, -0.065271, 3.892931], [-2.672820, -1.194443, 4.536912], [-2.864527, 1.285475, 4.171190], [-4.596895, -1.297944, 2.876709], [-2.754115, -1.118165, 5.622942], [-1.619390, -1.213496, 4.259091], [-3.139269, -2.119336, 4.204535], [-3.675546, 1.884434, 4.586574], [-2.525192, 1.772058, 3.254590], [-2.044277, 1.243644, 4.884826], [3.048068, 0.425389, 3.282610], [3.508177, -0.663033, 3.578934], [1.734927, 0.698889, 3.199366], [1.236851, 2.013874, 2.828244], [0.797892, -0.375398, 3.485503], [3.685880, 1.293883, 3.047399], [0.639119, 2.439334, 3.638082], [0.613704, 1.949610, 1.937075], [2.073875, 2.678242, 2.625521], [0.940412, -0.731581, 4.507291], [0.974502, -1.211614, 2.810011], [-0.219543, -0.016857, 3.357194], [4.555326, 4.298103, -3.308439], [3.648164, 3.859773, -2.630063], [4.417187, 4.753702, -4.569150], [5.534731, 5.274429, -5.325281], [3.095561, 4.717150, -5.179030], [5.592992, 4.365782, -2.936527], [5.356821, 6.314585, -5.608549], [5.691322, 4.689275, -6.233991], [6.439369, 5.228397, -4.721939], [2.396629, 5.299518, -4.583446], [2.724158, 3.693943, -5.218724], [3.148485, 5.122866, -6.186240], [1.382700, 10.500685, -4.525649], [0.387575, 10.282110, -3.860418], [2.010439, 11.687683, -4.590212], [3.194444, 11.893116, -5.398898], [1.472793, 12.795964, -3.817532], [1.863199, 9.722214, -5.145099], [4.036035, 12.200301, -4.775171], [3.016177, 12.664464, -6.150401], [3.456213, 10.966826, -5.906107], [1.462270, 12.548140, -2.756195], [0.448665, 13.009502, -4.123181], [2.090484, 13.675687, -3.978569], [-1.555297, -9.666482, 2.262464], [-1.746248, -10.643689, 1.563400], [-1.593640, -9.674103, 3.608720], [-1.357661, -8.476618, 4.393094], [-1.881141, -10.926481, 4.284428], [-1.330790, -8.671386, 1.844079], [-0.495050, -8.618496, 5.047610], [-2.234424, -8.246107, 5.000875], [-1.162253, -7.637252, 3.731880], [-1.133921, -11.678232, 4.028060], [-2.856566, -11.307988, 3.981188], [-1.875059, -10.761028, 5.358980]],
  "atomic_forces_ev_per_a": [[0.015, 0.014, 0.008], [0.114, 0.403, 0.440], [-0.373, -0.326, 0.001], [0.315, 0.116, 0.056], [0.099, 0.289, 0.265], [-0.300, 0.009, -0.087], [0.774, 0.310, 0.737], [-0.793, -0.548, -1.592], [-0.071, 0.627, 0.982], [0.024, -0.238, -0.210], [-0.325, 0.648, 1.132], [0.266, -0.305, -0.258], [0.428, -0.334, -0.534], [-0.444, 0.442, -0.065], [-0.038, -0.076, -0.384], [0.059, -0.002, -0.109], [0.094, 0.105, -0.078], [0.074, -0.005, -0.135], [-0.054, -0.182, -0.098], [0.041, -0.155, 0.000], [-0.042, 0.032, -0.075], [-0.108, -0.203, -0.017], [0.027, -0.046, 0.031], [-0.021, 0.295, 0.374], [0.116, -0.010, -0.016], [-0.037, -0.542, -0.401], [-0.052, 0.055, -0.019], [0.210, -0.012, 0.005], [0.102, -0.021, 0.036], [-0.044, -0.095, -0.087], [-0.078, 0.058, 0.004], [0.006, -0.006, 0.000], [0.022, 0.022, 0.028], [0.023, 0.023, 0.024], [-0.012, 0.012, 0.000], [0.006, -0.024, -0.010], [0.007, -0.021, -0.015], [0.016, 0.009, 0.014], [-0.076, 0.058, 0.019], [-0.057, -0.335, 0.015], [-0.064, -0.005, -0.045], [0.056, 0.128, 0.001], [0.080, 0.051, 0.099], [0.023, -0.016, -0.003], [-0.028, -0.031, 0.002], [-0.026, -0.030, -0.003], [0.013, -0.012, 0.011], [-0.016, -0.003, -0.034], [-0.027, -0.025, 0.003], [-0.021, -0.028, -0.015], [-0.038, 0.017, -0.169], [-0.007, 0.009, 0.019], [0.013, 0.064, 0.095], [-0.024, -0.422, 0.131], [0.026, -0.020, -0.106], [-0.034, 0.024, 0.030], [-0.007, 0.066, 0.010], [0.022, 0.085, -0.004], [-0.046, 0.062, -0.056], [-0.001, -0.010, 0.039], [0.003, -0.029, 0.025], [0.019, 0.013, 0.010], [0.021, -0.078, -0.104], [0.008, 0.054, 0.015], [-0.058, -0.091, 0.034], [-0.042, 0.241, -0.107], [-0.056, -0.057, -0.096], [0.003, 0.031, 0.062], [0.011, -0.045, 0.005], [0.001, -0.196, 0.111], [0.010, -0.012, 0.001], [0.018, 0.028, 0.005], [0.015, 0.025, 0.017], [0.005, -0.014, 0.011], [0.113, -0.035, -0.031], [-0.015, -0.002, -0.005], [-0.109, 0.122, -0.030], [-0.116, -0.264, 0.086], [0.299, 0.065, 0.014], [-0.003, 0.001, 0.006], [0.018, 0.038, 0.000], [0.042, 0.112, -0.026], [0.015, -0.008, -0.024], [-0.081, -0.037, 0.001], [-0.037, -0.059, 0.088], [0.017, 0.123, -0.063], [0.021, 0.013, 0.079], [-0.027, 0.007, -0.004], [0.058, 0.049, -0.131], [-0.143, -0.046, -0.004], [0.122, -0.093, 0.159], [0.002, -0.004, -0.015], [0.045, 0.007, -0.013], [0.043, 0.020, -0.011], [0.007, -0.004, 0.013], [-0.026, 0.003, 0.001], [-0.080, 0.021, -0.025], [0.018, 0.013, -0.005], [-0.045, -0.064, -0.003], [0.055, 0.120, -0.049], [0.088, 0.077, -0.042], [-0.098, 0.066, 0.094], [-0.035, -0.093, -0.007], [0.008, 0.016, 0.004], [0.033, -0.008, -0.031], [0.036, -0.010, -0.027], [-0.005, -0.016, -0.003], [-0.009, 0.025, 0.011], [-0.005, 0.023, 0.016], [0.018, 0.001, -0.013], [0.012, 0.018, -0.091], [-0.003, -0.020, 0.017], [0.030, 0.067, 0.075], [-0.042, -0.237, -0.027], [0.004, 0.027, -0.102], [-0.002, 0.004, 0.017], [-0.017, 0.072, 0.044], [0.046, 0.088, 0.041], [-0.008, 0.020, -0.007], [-0.011, -0.024, 0.017], [-0.001, -0.026, 0.018], [0.003, 0.018, 0.010]],
  "relative_energy_ev": 0.257,
  "homo_ev": -8.9,
  "spin_multiplicity": 1,
  "fmax_ha_per_bohr": 0.036,
  "gap_ha": 0.3397,
  "energy_ha": -3111.5684
}

---

2.
{
  "formula": "C6H14N2O",
  "method": "ωB97M-V/def2-TZVPD",
  "elements": ["C", "C", "C", "C", "C", "N", "N", "C", "O", "H", "H", "H", "H", "H", "H", "H", "H", "H", "H", "H", "H", "H", "H"],
  "xyz": [[2.924092, 0.140398, -0.173390], [1.895933, -0.909676, 0.188238], [0.242437, -0.720282, -0.146082], [-0.471515, -2.033900, -0.158585], [-0.155122, 0.509126, 0.045820], [0.409652, 1.736230, -0.093269], [-1.780524, 0.566401, -0.248591], [-2.618351, 0.520284, 0.941782], [-2.084696, 1.777117, -0.952844], [2.846357, 1.031904, 0.454948], [3.938046, -0.249817, -0.023812], [2.850108, 0.412180, -1.230265], [2.154611, -1.823022, -0.358369], [1.992947, -1.173760, 1.246076], [-1.503896, -1.918871, -0.497203], [0.029768, -2.719392, -0.849858], [-0.478790, -2.487548, 0.836773], [0.621719, 1.879685, -1.082270], [-0.234819, 2.464715, 0.203540], [-3.680397, 0.610347, 0.680042], [-2.470948, -0.432623, 1.459438], [-2.374551, 1.338362, 1.635756], [-2.052062, 1.482141, -1.877873]],
  "atomic_forces_ev_per_a": [[0.082, 0.424, 0.035], [-2.056, -0.947, -0.755], [5.297, -0.773, 2.223], [-0.416, 0.410, -0.516], [-5.879, -0.307, -2.051], [1.144, 1.071, -0.059], [1.456, -0.518, 0.381], [0.208, 0.547, 0.111], [0.092, -0.304, 0.005], [-0.106, -0.064, -0.312], [-0.189, -0.148, -0.007], [-0.015, 0.172, 0.123], [-0.019, -0.028, 0.053], [-0.239, 0.075, -0.020], [0.069, 0.009, 0.101], [0.007, 0.038, 0.176], [0.077, 0.026, -0.073], [0.095, 0.282, 0.528], [0.208, -0.152, -0.153], [0.305, -0.061, -0.131], [0.135, 0.124, -0.181], [-0.127, -0.065, 0.116], [-0.129, 0.188, 0.405]],
  "relative_energy_ev": 4.515,
  "homo_ev": -8.0,
  "spin_multiplicity": 1,
  "fmax_ha_per_bohr": 0.121,
  "gap_ha": 0.3202,
  "energy_ha": -421.6344,
  "smiles": "CC/C(C)=C(\\N)N(C)O"
}

---

Q: Which formula does entry 1 have?
A: C31H68N8O14S